a.
Entry from OMol25: one molecule with the formula C3H6O (ωB97M-V/def2-TZVPD).

Structure (XYZ):
```
10
C3H6O | OMol25 | ωB97M-V/def2-TZVPD
C 0.050 1.065 -0.648
C 0.324 -0.287 -0.123
C -0.202 -1.017 1.027
O -0.728 -1.290 -0.265
H -0.808 1.485 -0.215
H -0.337 1.003 -1.747
H 0.929 1.960 -0.708
H 1.205 -0.681 -0.592
H -0.814 -0.455 1.689
H 0.381 -1.784 1.582
```

## Properties
Kohn-Sham gap, eV: 11.45
Multiplicity: 1

Here are the Löwdin charges for atoms 1 to 6, given in e:
1 C -0.077
2 C -0.362
3 C -0.139
4 O -0.050
5 H 0.036
6 H 0.107

b.
Entry from OMol25: one molecule with the formula C3H6O (ωB97M-V/def2-TZVPD).

Structure (XYZ):
```
10
C3H6O | OMol25 | ωB97M-V/def2-TZVPD
C 1.299 0.675 0.173
C 0.494 -0.235 0.690
C -0.894 -0.450 0.132
O -1.022 -0.208 -1.255
H 2.325 0.996 0.370
H 1.108 1.034 -0.850
H 0.909 -1.014 1.326
H -1.609 0.158 0.680
H -1.088 -1.526 0.247
H -1.524 0.570 -1.513
```

## Properties
Kohn-Sham gap, eV: 10.45
Multiplicity: 1

Here are the Löwdin charges for atoms 1 to 6, given in e:
1 C -0.010
2 C -0.166
3 C -0.278
4 O -0.076
5 H 0.055
6 H 0.061

c.
Entry from OMol25: one molecule with the formula C3H6O (ωB97M-V/def2-TZVPD).

Structure (XYZ):
```
10
C3H6O | OMol25 | ωB97M-V/def2-TZVPD
C 1.272 0.516 -0.183
C -0.047 0.170 0.494
C -1.319 -0.407 -0.168
O 0.117 -0.052 1.671
H 1.993 -0.247 0.162
H 1.171 0.459 -1.255
H 1.675 1.477 0.166
H -1.642 -0.074 -1.160
H -1.036 -1.468 -0.237
H -2.184 -0.374 0.509
```

## Properties
Kohn-Sham gap, eV: 10.41
Multiplicity: 1

Here are the Löwdin charges for atoms 1 to 6, given in e:
1 C -0.030
2 C -0.468
3 C -0.020
4 O 0.037
5 H 0.092
6 H 0.062

Result of the stability comparison: c is the most stable of them.